# 1
ORCA calculation (ωB97M-V/def2-TZVPD) on a molecular structure, C37H38ClMnN10O8PS3.

```
99
Properties=species:S:1:pos:R:3:lowdin_charge:R:1
H 0.7969 -0.0667 5.1065 0.10
C 0.3677 -2.2141 -6.1455 -0.33
C 0.9399 4.9884 0.9978 -0.18
N 0.7520 -1.2154 -0.3497 -0.02
H 3.6436 -3.7005 1.4174 0.13
H -2.5913 -2.4539 4.0479 0.06
H 0.9792 6.9709 0.1961 0.11
H 4.5393 5.7203 2.2330 0.11
H -3.9961 2.2363 -3.8499 0.06
H 2.8975 -5.8047 -4.1580 0.07
C 4.1759 1.3718 3.6712 -0.29
H 3.8131 -3.8923 4.2546 0.11
C 4.5636 -0.6767 4.9993 -0.03
H 0.7546 0.9692 2.8475 0.09
N 2.2218 -2.3375 0.8089 -0.14
S 0.2740 -0.3382 -3.4502 0.42
N -2.8736 -1.4189 1.5417 -0.04
O -6.6957 -2.6893 -0.8202 0.12
H 0.6889 -3.0154 -6.8156 0.11
H 3.1674 -4.2984 -5.0521 0.08
C -3.7079 -1.3068 -1.9264 -0.64
H 3.1595 -0.3697 1.9287 0.11
O -0.1292 -2.8627 -4.9705 -0.35
H 3.2147 -3.9204 -2.5581 0.11
S -4.0739 1.9611 -1.4910 0.80
H -1.0958 4.5452 1.4830 0.14
N -0.5262 3.5871 -1.5846 0.12
C 2.8234 6.4837 1.1815 -0.06
O -4.6863 -1.6159 -2.6416 -0.01
C -1.9174 -1.0758 2.5327 -0.18
O 3.2937 1.9877 2.8405 0.13
H -1.0772 -0.6296 -6.0874 0.05
C 2.2763 -4.0318 -3.1055 -0.32
H 2.1009 -3.7670 2.2724 0.13
O -2.7133 -0.6747 -2.3326 -0.15
S -0.8220 -3.3193 -2.2076 0.38
Mn -1.0271 -0.7286 -1.2625 0.06
C -4.1434 -1.8707 1.6992 -0.56
H -0.9045 -1.7810 5.6754 0.10
C -0.9157 -1.3034 4.7038 -0.08
C 2.9509 4.2870 2.1298 -0.13
C -0.9653 -0.1209 2.2106 -0.05
C -0.7214 -1.3827 -6.7886 -0.09
N 5.0213 2.1931 4.1840 0.12
H 1.5302 -4.9581 -4.9012 0.07
C 4.4610 -2.0522 5.1392 -0.07
N -2.5874 -1.2767 0.2134 0.11
C 1.6633 4.0198 1.6865 0.04
C 3.5347 5.5276 1.8823 -0.02
H -3.5098 4.2151 -2.0920 0.04
H -5.6870 2.2071 -3.2195 0.06
C -1.8871 -1.6804 3.7854 -0.05
C -0.8066 2.2689 0.1520 -0.15
H 1.2407 -1.6048 -5.8996 0.09
H 1.5518 -4.5256 -2.4536 0.06
C 4.0766 -0.0799 3.8426 -0.14
H 4.8222 -2.5299 6.0405 0.10
C 3.6935 3.2825 2.8961 -0.29
H -4.7311 0.6914 -3.3524 0.03
H -0.9704 0.2705 1.2046 0.05
H -0.6256 1.9988 -2.9562 0.06
H -0.3304 -0.8821 -7.6781 0.07
C 1.5320 6.2153 0.7414 -0.03
C 3.5102 -0.8476 2.8315 0.03
C -6.1377 -2.5813 0.3518 -0.52
H -5.2567 4.0412 -1.6887 0.05
H -1.5604 -2.0146 -7.0808 0.08
H 1.2184 3.0532 1.8902 0.11
H -6.0904 -2.3596 -1.6034 0.14
N 2.9546 -1.6108 -0.0674 0.11
O -6.7167 -2.9323 1.3595 0.02
H 3.2757 7.4439 0.9717 0.11
N 4.7028 3.4527 3.6737 0.12
Cl -4.8670 -2.0266 3.2349 0.82
C 3.4227 -2.2247 2.9643 -0.18
H 2.2626 -0.3063 -1.5674 0.08
C -4.2384 3.7554 -1.4228 -0.27
P 0.2548 -2.3167 -3.4998 -0.07
N -0.8118 1.4598 -0.8874 0.05
C -0.6438 2.3238 -1.9305 -0.23
C 2.8527 -3.0925 1.8596 -0.08
C -4.6934 1.7617 -3.1580 -0.24
H 0.1363 -2.5786 1.1815 0.14
H -0.9082 5.5560 0.0464 0.12
C 2.4802 -4.8209 -4.3845 -0.08
O -5.1246 1.4344 -0.5676 -0.53
H -4.0305 4.0466 -0.3938 0.04
O 1.8348 -2.7029 -3.3803 -0.37
C -3.7013 -1.6166 -0.4409 -0.10
C -4.7304 -2.0390 0.4756 -0.04
C 2.0349 -0.9619 -0.7444 -0.21
H 5.0126 -0.0660 5.7708 0.11
C 0.9172 -2.0916 0.6242 -0.13
C 0.0026 0.2420 3.1305 -0.07
N -0.6423 3.5385 -0.2410 -0.13
C 3.8931 -2.8178 4.1306 -0.04
H -0.9592 2.0041 1.1848 0.11
C -0.4897 4.7112 0.5900 -0.08
C 0.0330 -0.3419 4.3895 -0.09
```

The value obtained for the max |F| is 2.680 eV Å⁻¹. The energy comes out at -5729.5156 hartree. As for the lowest unoccupied orbital energy (alpha / beta): 1.6 / 1.6 eV. The highest occupied orbital energy (alpha / beta) is -2.746 / -2.669 eV. The net charge is -1. Its orbital gap (alpha / beta) is 0.15800 / 0.15518 hartree. The energy above the lowest of the compared OMol25 structures with the same formula, charge and spin comes out at 21.8 kJ/mol.

=====

# 2
ORCA calculation (ωB97M-V/def2-TZVPD) on a molecular structure, C37H38IrN8O.

```
85
Properties=species:S:1:pos:R:3:lowdin_charge:R:1
C 2.6414 -1.0778 -5.8262 -0.16
C -1.4725 -2.4936 -0.0866 -0.09
H -0.5872 2.2631 -3.9459 0.14
C -2.3710 4.4421 3.9829 0.02
H -4.5365 -3.8058 -0.6621 0.14
H 2.8516 0.9564 -5.0601 0.12
N -0.5975 0.8993 -0.3558 -0.08
H -1.8997 3.3814 -2.1731 0.14
H 1.4362 0.2173 3.4390 0.12
C 3.5693 -1.4661 -8.0288 0.04
H -3.0930 6.1552 5.0281 0.13
H -1.9461 -4.4450 5.7814 0.11
C 0.9489 -0.6418 3.0003 -0.18
Ir -0.5741 0.0381 1.5422 1.45
C -2.2266 5.6540 4.6195 0.00
H 3.3103 -1.6154 0.7168 0.10
N -1.7827 -1.4509 0.6839 -0.03
H -2.1272 -4.1906 -1.2092 0.14
H 1.1397 6.0853 4.3364 0.14
C 1.0142 2.5472 2.5033 -0.09
H -3.6461 -2.6600 5.0990 0.11
H 2.7013 -2.9989 -6.8424 0.14
N -2.3579 0.7713 1.9133 -0.17
H -3.3418 3.9781 3.8833 0.13
C 1.5468 -1.3211 1.9211 -0.30
H 3.7953 -2.1284 -8.8542 0.15
C -1.1548 -3.9376 5.2315 -0.01
H -3.2060 -1.4271 3.9217 0.06
C -4.1071 -2.0221 0.4645 0.05
H -2.3004 -3.7834 3.4238 0.15
C 0.0121 4.4047 3.6008 -0.15
H 4.6586 -0.2728 -10.1332 0.10
C 3.6128 0.7636 -7.0257 0.04
C -2.4360 -3.3560 -0.5955 0.02
C -1.7934 -3.0905 4.1040 -0.36
H -0.4264 -2.6485 -0.3049 0.11
H 0.7085 -0.5774 -0.9983 0.09
N 2.0335 -1.6480 -4.7522 0.20
C -0.6742 -2.4627 3.3356 -0.16
H -2.3841 -1.5141 5.4909 0.09
C -3.3800 0.0465 1.6320 0.00
C 3.9087 -0.0913 -8.1329 -0.16
C -1.3115 1.9871 -0.6663 -0.08
H -0.7224 -0.5662 4.3767 0.13
H -4.3772 0.3763 1.9008 0.17
N 0.9049 0.1166 -3.6417 0.16
C 0.1633 5.6274 4.2367 0.03
H -0.4728 -4.6925 4.8427 0.09
C 2.8354 -0.8290 1.3007 -0.02
H 3.9118 1.8027 -7.0843 0.14
H 0.8171 0.5391 -4.5547 0.15
O 1.3725 -1.8590 -2.6019 0.11
C -2.8069 -2.1081 4.6788 -0.04
C 0.0726 -3.2250 2.4309 -0.01
C 2.9995 0.2976 -5.9041 0.02
H -0.6098 -3.3007 5.9297 0.10
H 4.0564 1.3469 -9.6870 0.12
H -0.1763 -4.2687 2.2821 0.15
C -1.3208 2.5253 2.7848 -0.24
C -0.9636 6.2449 4.7446 0.01
C -1.3129 2.5012 -1.9510 0.01
H 1.9213 2.0836 2.1363 0.15
N -0.1326 1.9053 2.3603 -0.02
C 0.1398 0.2846 -1.3024 -0.04
N -2.4743 1.9657 2.5547 0.13
C -0.5786 1.8738 -2.9344 0.05
C -3.7680 -3.1372 -0.2971 0.03
C 1.4374 -1.1427 -3.5716 -0.45
H 2.0539 -2.6621 -4.7172 0.18
C -0.2810 -1.1071 3.5489 -0.10
C -1.2414 3.7961 3.4616 -0.08
C 1.0988 -2.6569 1.7106 0.00
H -5.1396 -1.7902 0.6906 0.15
C 4.5767 0.4529 -9.3294 0.01
H -1.8950 2.4497 0.1172 0.11
H 3.5448 -0.5321 2.0745 0.11
C 2.9644 -1.9501 -6.9127 0.05
H -0.8657 7.1977 5.2474 0.14
C 0.1647 0.7357 -2.6171 -0.15
H 2.6824 0.0228 0.6355 0.07
H 1.6295 -3.2620 0.9820 0.14
C -3.1026 -1.1940 0.9213 -0.23
H 2.0350 4.1539 3.1444 0.19
H 5.5848 0.7931 -9.0576 0.13
N 1.1192 3.7266 3.0686 0.18
```

As for the spin multiplicity: 2. The value obtained for the max |F| is 0.157 eV Å⁻¹. The energy comes out at -2049.0759 hartree. As for the lowest unoccupied orbital energy (alpha / beta): -11.3 / -12.3 eV. The highest occupied orbital energy (alpha / beta) is -18.239 / -18.239 eV. The net charge is +4. Its orbital gap (alpha / beta) is 0.25345 / 0.21876 hartree. The energy above the lowest of the compared OMol25 structures with the same formula, charge and spin comes out at 8.5 kJ/mol.